No. 1
C3H6N2O | ωB97M-V/def2-TZVPD

For the orbital gap, the calculation gives 9.2 eV. For the HOMO energy, the calculation gives -8.904 eV. As for the multiplicity: 1. As for the LUMO energy: 0.0099 Eh. The energy is -8232.158 eV. The value obtained for the energy above the lowest of the compared OMol25 structures with the same formula, charge and spin is 104.7 kcal per mole. The value obtained for the max |F| is 0.567 eV/A.

Element x y z (Å)
C1 1.191 -0.507 0.952
N1 -0.055 0.097 0.504
C2 -0.972 -0.509 -0.159
N2 -1.702 -1.454 -0.414
C3 -0.049 1.361 -0.543
O1 0.931 1.445 -1.273
H1 1.987 -0.067 0.340
H2 1.173 -1.590 0.806
H3 1.362 -0.284 2.008
H4 -1.129 0.869 -1.027
H5 -2.263 -1.545 -1.248
H6 -0.474 2.186 0.052

Forces on the atoms, in the same order (eV/Å):
C 0.15 -0.09 0.09
N -0.26 -0.20 -0.21
C 0.01 -0.33 0.16
N 0.29 0.49 0.02
C -0.08 0.14 -0.06
O -0.16 -0.04 0.09
H -0.08 -0.09 0.10
H 0.00 0.15 0.02
H -0.03 -0.02 -0.16
H 0.03 0.07 -0.02
H 0.05 0.01 0.05
H 0.07 -0.09 -0.09



No. 2
C3H6N2O | ωB97M-V/def2-TZVPD

For the orbital gap, the calculation gives 9.7 eV. For the HOMO energy, the calculation gives -9.115 eV. As for the multiplicity: 1. As for the LUMO energy: 0.0215 Eh. The SMILES is C=N/N=C\OC. The energy is -8231.890 eV. The value obtained for the energy above the lowest of the compared OMol25 structures with the same formula, charge and spin is 110.9 kcal per mole. The value obtained for the max |F| is 7.746 eV/A.

Element x y z (Å)
C1 2.408 -0.556 0.086
N1 1.065 -0.348 -0.025
N2 0.663 1.038 -0.094
C2 -0.633 1.182 0.022
O1 -1.601 0.265 0.172
C3 -1.618 -1.170 -0.093
H1 2.672 -1.538 -0.117
H2 2.951 0.417 0.137
H3 -1.103 2.283 -0.341
H4 -1.470 -1.746 0.948
H5 -2.496 -1.595 -0.412
H6 -0.789 -1.508 -0.850

Forces on the atoms, in the same order (eV/Å):
C -6.14 4.67 -0.74
N 3.81 -0.31 0.34
N -1.15 -0.82 0.71
C 0.63 1.01 -2.49
O -1.04 -0.10 -0.31
C 5.01 -1.27 2.05
H 1.04 -1.55 0.19
H 0.48 -1.29 0.04
H 1.39 -3.10 1.69
H 0.25 1.40 -2.23
H -2.73 0.45 -1.02
H -1.56 0.91 1.76



No. 3
C3H6N2O | ωB97M-V/def2-TZVPD

For the orbital gap, the calculation gives 8.3 eV. For the HOMO energy, the calculation gives -8.697 eV. As for the multiplicity: 1. As for the LUMO energy: -0.0132 Eh. The energy is -8231.392 eV. The value obtained for the energy above the lowest of the compared OMol25 structures with the same formula, charge and spin is 122.4 kcal per mole. The value obtained for the max |F| is 2.960 eV/A.

Element x y z (Å)
C1 -0.546 0.039 0.557
C2 -1.447 -0.760 -0.054
N1 -0.948 -1.997 -0.659
C3 0.133 -1.394 -0.941
N2 0.733 -0.408 0.043
H1 -0.658 0.353 1.583
H2 -2.482 -0.483 -0.227
H3 0.345 -1.020 -1.944
H4 1.294 -0.858 0.803
H5 0.652 2.687 0.025
H6 1.444 1.439 0.399
O1 1.481 2.404 0.416

Forces on the atoms, in the same order (eV/Å):
C 0.80 -1.43 0.24
C -1.52 -0.42 1.80
N -0.93 2.41 -1.45
C 1.80 0.92 -0.16
N -1.11 -0.54 0.90
H -0.13 1.12 -0.31
H -0.18 -0.82 0.57
H 1.34 -1.71 -0.52
H -0.23 0.16 -0.92
H -0.07 -0.05 -0.03
H -0.03 0.15 -0.32
O 0.25 0.19 0.21



No. 4
C3H6N2O | ωB97M-V/def2-TZVPD

For the orbital gap, the calculation gives 9.6 eV. For the HOMO energy, the calculation gives -8.460 eV. As for the multiplicity: 1. As for the LUMO energy: 0.0409 Eh. The SMILES is NN1C=CCO1. The energy is -8231.864 eV. The value obtained for the energy above the lowest of the compared OMol25 structures with the same formula, charge and spin is 111.5 kcal per mole. The value obtained for the max |F| is 4.331 eV/A.

Element x y z (Å)
N1 1.360 -1.417 0.584
N2 1.248 -0.342 -0.209
C1 0.638 0.839 0.671
C2 -0.535 1.235 0.198
C3 -0.805 0.404 -1.110
O1 0.218 -0.572 -1.178
H1 0.499 -2.060 0.616
H2 2.089 -2.104 0.332
H3 1.194 0.860 1.627
H4 -1.297 1.890 0.664
H5 -1.724 -0.082 -0.918
H6 -0.830 0.930 -2.115

Forces on the atoms, in the same order (eV/Å):
N -0.71 -4.00 1.51
N -0.92 3.58 0.76
C 0.63 -2.74 -0.64
C 0.46 -0.54 -0.94
C 0.83 1.42 0.37
O -0.07 -0.19 -0.48
H 0.99 1.82 0.07
H -0.14 1.19 -0.39
H -0.58 0.60 -0.83
H 0.84 -0.39 -0.49
H -1.29 -0.62 -0.28
H -0.04 -0.12 1.36



No. 5
C3H6N2O | ωB97M-V/def2-TZVPD

For the orbital gap (spin up / spin down), the calculation gives 8.5 / 8.5 eV. For the HOMO energy (spin up / spin down), the calculation gives -8.267 / -8.264 eV. As for the multiplicity: 1. As for the LUMO energy (spin up / spin down): 0.0076 / 0.0076 Eh. The energy is -8230.742 eV. The value obtained for the energy above the lowest of the compared OMol25 structures with the same formula, charge and spin is 137.4 kcal per mole. The value obtained for the max |F| is 4.316 eV/A.

Element x y z (Å)
C1 1.191 0.675 -0.702
C2 0.446 -0.897 0.730
C3 -0.766 -0.109 1.132
N1 1.430 -0.416 0.074
N2 -0.798 -0.004 -1.439
O1 0.201 0.831 -1.480
H1 2.150 1.190 -0.874
H2 0.492 -1.809 1.312
H3 -1.338 0.015 0.173
H4 -0.362 0.900 1.402
H5 -1.389 -0.542 2.074
H6 -1.255 0.166 -2.403

Forces on the atoms, in the same order (eV/Å):
C 2.86 -1.06 0.96
C -1.77 0.20 2.09
C -0.19 -0.04 2.05
N -0.70 0.32 -0.59
N -2.95 -1.53 -2.75
O 1.90 1.81 -0.68
H -1.23 0.70 -0.49
H 0.78 -0.60 -0.57
H -0.34 0.00 0.61
H -0.63 -0.56 -0.09
H 1.59 0.87 -2.45
H 0.70 -0.10 1.90



No. 6
C3H6N2O2 | ωB97M-V/def2-TZVPD

For the orbital gap (spin up / spin down), the calculation gives 9.6 / 9.6 eV. For the HOMO energy (spin up / spin down), the calculation gives -8.792 / -8.792 eV. As for the multiplicity: 1. As for the LUMO energy (spin up / spin down): 0.0297 / 0.0297 Eh. The SMILES is [O-][N+]1=CN(O)CC1. The energy is -10278.328 eV. The value obtained for the energy above the lowest of the compared OMol25 structures with the same formula, charge and spin is 149.2 kcal per mole. The value obtained for the max |F| is 4.998 eV/A.

Element x y z (Å)
O1 1.082 -0.691 2.273
N1 0.551 -0.498 1.143
C1 -0.597 -0.860 0.744
N2 -1.069 -0.225 -0.600
O2 -1.867 0.862 -0.267
C2 0.255 0.195 -1.201
C3 1.194 0.334 0.049
H1 -1.157 -1.443 1.437
H2 -2.706 0.474 -0.301
H3 -0.054 1.271 -1.511
H4 0.688 -0.541 -1.924
H5 2.186 -0.170 -0.150
H6 1.493 1.292 0.309

Forces on the atoms, in the same order (eV/Å):
O 0.30 -0.10 -0.49
N 0.87 2.00 -0.72
C -1.67 0.79 -2.30
N 2.42 -3.92 1.94
O 1.70 1.78 0.30
C -1.11 2.38 1.99
C 1.59 -3.22 -1.56
H -0.89 -0.31 -0.11
H -2.15 -0.55 -0.22
H 1.18 -1.96 -0.50
H -0.97 0.92 0.39
H -1.05 0.29 0.17
H -0.21 1.91 1.11